Density functional theory data (ωB97M-V/def2-TZVPD) for a molecular structure, C14H24F5N6OsS3Sb.

```
54
Properties=species:S:1:pos:R:3:forces:R:3
H -0.287 3.744 1.932 0.01 -0.01 -0.02
Os -0.302 0.310 -0.390 -0.16 0.71 0.37
N -2.935 -2.570 -1.206 -0.07 -0.12 0.18
H -3.072 -4.580 -1.822 0.01 -0.01 -0.02
H -1.075 -4.330 -3.138 0.00 -0.01 0.00
H -4.150 -1.354 -0.002 0.00 -0.16 -0.04
N 0.903 2.146 2.612 0.11 0.03 -0.05
H -1.620 -2.779 -3.803 0.01 0.02 0.00
C 0.570 0.836 2.707 0.13 0.01 -0.09
C -0.695 -1.132 2.279 0.16 -0.06 0.03
C -1.797 1.786 -0.076 0.17 -0.29 -0.17
H 0.957 -1.896 -2.601 0.04 0.06 -0.03
F -2.008 2.080 1.236 -0.07 0.01 0.11
N 1.048 0.360 3.902 -0.29 0.06 0.25
S 3.124 -0.500 -3.767 0.12 -0.29 -0.17
C 1.428 2.667 3.865 0.03 0.01 -0.02
F -3.942 2.516 -0.810 -0.12 0.11 -0.01
H 0.014 -1.963 2.195 0.04 0.03 0.08
C 1.427 -0.996 4.272 0.02 -0.01 -0.17
H 1.730 -1.583 3.411 -0.02 -0.02 -0.11
H -4.178 -3.085 0.426 -0.02 -0.03 -0.01
F -3.170 0.739 -1.757 -0.02 -0.03 -0.15
Sb 2.257 1.206 -2.621 -0.61 -0.01 0.53
H 1.183 1.481 5.688 0.00 0.02 0.00
H 0.703 3.350 4.314 -0.02 -0.01 0.00
H 0.965 -2.312 -0.878 0.01 0.01 0.02
N -0.842 -2.684 -1.852 0.16 -0.14 0.02
H -2.178 -2.477 1.534 -0.04 0.02 0.00
C 1.650 1.421 4.705 0.02 -0.02 -0.04
H -2.684 -0.767 1.556 0.04 -0.03 0.00
H -3.764 -3.395 -2.949 0.00 -0.02 -0.01
C -4.123 -2.365 -0.392 0.03 0.09 -0.04
H -4.990 -2.504 -1.033 -0.01 0.02 -0.02
C 0.579 3.154 1.627 -0.09 -0.03 0.07
F -3.852 0.660 0.285 -0.14 0.10 0.10
N -0.117 0.135 1.822 0.00 0.01 0.08
H -1.044 -1.064 3.309 0.03 0.00 0.06
C -2.945 -3.587 -2.260 0.02 0.04 0.08
C -1.853 -1.448 1.376 -0.01 -0.08 -0.05
H 2.713 1.214 4.845 0.01 -0.02 0.00
N -1.317 -1.284 0.006 -0.31 -0.34 0.07
C 0.604 -2.610 -1.858 0.03 0.03 -0.05
H 2.348 3.225 3.684 0.01 0.01 0.01
H 0.392 2.717 0.661 0.05 0.01 -0.04
F -1.450 2.960 -0.671 -0.07 0.02 0.02
H 2.295 -0.922 4.925 0.00 -0.01 0.00
C -1.681 -2.164 -0.968 -0.20 0.17 -0.17
S 1.908 0.510 -0.241 0.59 0.12 -0.28
H 1.002 -3.596 -2.095 -0.02 -0.02 0.00
H 0.646 -1.522 4.821 -0.04 0.00 -0.04
C -1.573 -3.393 -2.901 0.02 -0.02 -0.07
H 1.441 3.816 1.537 0.02 0.00 -0.01
C -3.216 1.431 -0.614 0.22 0.02 0.01
S -0.249 0.946 -2.541 0.23 0.04 -0.20
```
Positions in Å, forces in eV/Å.

- 2S+1 = 2
- ⟨S²⟩ = 0.817
- HOMO-LUMO gap (alpha / beta) (eV) = 6.789 / 5.422
- total charge = +1
- strongest force on any atom (eV/Å) = 0.8
- molecular weight (g/mol) = 779.569

Löwdin population analysis, charges in e, atoms 1 to 8:
1 H 0.10
2 Os 0.87
3 N -0.06
4 H 0.14
5 H 0.13
6 H 0.07
7 N -0.08
8 H 0.14